[1]
The following is a DFT calculation (the ωB97M-V functional and the def2-TZVPD basis) of a 4-piece molecular cluster, C42H64BBr2F3N6O5 overall.

```
123
Properties=species:S:1:pos:R:3
N -6.336 0.746 -3.830
C -5.635 1.498 -3.312
O -4.894 2.378 -2.713
C -3.918 1.830 -1.837
C -4.316 1.498 -0.558
C -5.734 1.781 -0.127
C -5.780 3.075 0.665
N -5.186 4.100 0.232
C -3.373 0.957 0.317
C -3.820 0.523 1.690
C -4.805 -0.677 1.705
C -4.135 -2.015 1.940
F -3.383 -2.012 3.071
Br -2.992 -2.459 0.425
C -5.187 -3.146 2.132
F -6.134 -2.698 2.987
F -4.598 -4.201 2.702
Br -6.105 -3.731 0.528
C -2.048 0.841 -0.123
C -1.690 1.199 -1.431
C -2.630 1.702 -2.329
C -2.305 2.120 -3.740
C -1.841 3.582 -3.767
C -2.879 4.625 -3.744
O -2.031 4.266 -4.955
C -0.272 0.983 -1.848
O 0.314 1.715 -2.612
C 0.396 -0.193 -1.232
C 1.338 -0.931 -1.929
C 1.961 -1.993 -1.297
C 1.664 -2.291 0.027
C 0.737 -1.547 0.754
B 0.516 -1.899 2.290
N 1.207 -1.109 3.278
O -0.277 -2.981 2.652
C 0.086 -0.503 0.089
C -0.947 0.320 0.761
O -0.889 0.573 1.946
H -6.382 1.934 -0.986
H -6.153 0.991 0.487
H -6.332 3.086 1.607
H -5.311 4.891 0.860
H -4.328 1.363 2.164
H -2.977 0.256 2.311
H -5.500 -0.514 2.526
H -5.342 -0.778 0.764
H -3.185 2.081 -4.375
H -1.495 1.513 -4.136
H -0.926 3.794 -3.213
H -3.866 4.409 -4.121
H -2.566 5.628 -3.500
H 1.579 -0.656 -2.946
H 2.698 -2.566 -1.842
H 2.197 -3.101 0.511
H 0.752 -0.236 3.509
H 1.406 -1.636 4.119
H 0.106 -3.834 2.422
C 5.112 -5.001 -2.487
C 6.132 -4.683 -1.404
N 5.525 -4.281 -0.147
C 6.470 -3.711 0.796
C 7.578 -4.615 1.349
C 4.558 -5.211 0.407
C 5.014 -6.646 0.707
H 4.431 -4.162 -2.636
H 5.626 -5.193 -3.430
H 4.522 -5.887 -2.252
H 6.750 -3.848 -1.745
H 6.809 -5.544 -1.295
H 5.901 -3.292 1.632
H 6.938 -2.852 0.306
H 7.195 -5.323 2.083
H 8.328 -4.002 1.853
H 8.089 -5.173 0.564
H 3.710 -5.261 -0.282
H 4.153 -4.766 1.321
H 5.612 -7.061 -0.105
H 4.141 -7.289 0.831
H 5.594 -6.711 1.626
C -4.755 7.501 -6.325
C -6.007 6.640 -6.275
N -6.575 6.540 -4.942
C -7.583 5.503 -4.819
C -8.884 5.653 -5.618
C -6.876 7.803 -4.292
C -7.845 8.764 -4.995
H -4.021 7.142 -5.602
H -4.308 7.447 -7.318
H -4.956 8.553 -6.118
H -5.739 5.627 -6.588
H -6.726 7.013 -7.023
H -7.827 5.392 -3.758
H -7.111 4.559 -5.111
H -9.542 6.408 -5.190
H -9.428 4.707 -5.609
H -8.694 5.912 -6.660
H -5.933 8.331 -4.130
H -7.250 7.580 -3.290
H -7.630 8.851 -6.061
H -7.752 9.761 -4.561
H -8.884 8.459 -4.882
C 9.519 -2.249 4.795
C 8.941 -2.631 6.149
N 7.561 -2.216 6.318
C 7.089 -2.320 7.687
C 6.996 -3.715 8.319
C 6.642 -2.669 5.290
C 6.514 -4.180 5.052
H 9.408 -1.179 4.615
H 10.581 -2.493 4.766
H 9.039 -2.788 3.976
H 9.527 -2.134 6.927
H 9.084 -3.714 6.300
H 6.110 -1.837 7.744
H 7.754 -1.709 8.304
H 6.150 -4.284 7.935
H 6.856 -3.619 9.397
H 7.904 -4.298 8.158
H 6.936 -2.201 4.347
H 5.657 -2.251 5.514
H 7.485 -4.676 5.029
H 6.036 -4.354 4.084
H 5.897 -4.667 5.806
```

Values from the calculation:
E_tot = -7815.9552 hartree
energy above the lowest of the compared OMol25 structures with the same formula, charge and spin = 0.00 kJ/mol
2S+1 = 1
frontier orbital gap = 7.19 eV


[2]
The following is a DFT calculation (the ωB97M-V functional and the def2-TZVPD basis) of a single C4H5FS2 molecule.

```
12
Properties=species:S:1:pos:R:3
C 1.143 1.082 0.126
C 1.572 -0.305 -0.259
C -1.220 -0.719 -0.566
C -1.865 -0.671 0.597
H 2.006 1.683 0.391
H 0.369 1.070 0.870
H -1.670 -0.232 -1.380
H -1.599 -1.185 1.537
H -2.768 -0.079 0.668
F 0.559 1.616 -1.024
S 3.067 -0.842 -0.039
S 0.405 -1.420 -0.922
```

Values from the calculation:
E_tot = -1051.5937 hartree
energy above the lowest of the compared OMol25 structures with the same formula, charge and spin = 60.36 kJ/mol
2S+1 = 1
frontier orbital gap = 8.48 eV


[3]
The following is a DFT calculation (the ωB97M-V functional and the def2-TZVPD basis) of a 14-piece molecular cluster, C19H66N18O19 overall.

```
122
Properties=species:S:1:pos:R:3
C 14.576 14.412 17.618
O 13.481 14.037 17.278
N 14.717 15.599 18.392
N 15.680 13.570 17.389
H 13.913 16.229 18.303
H 15.602 16.089 18.375
H 16.627 13.897 17.442
H 15.520 12.691 16.903
C 15.103 17.638 14.717
O 16.104 17.841 14.011
N 14.682 18.421 15.788
N 14.369 16.417 14.615
H 13.900 18.105 16.342
H 15.202 19.260 15.950
H 13.579 16.093 15.144
H 14.632 15.850 13.835
C 7.693 14.148 12.020
O 6.538 13.896 12.305
N 8.006 15.364 11.352
N 8.812 13.293 12.225
H 7.247 16.030 11.296
H 8.941 15.610 11.045
H 8.613 12.407 12.637
H 9.717 13.503 11.806
C 11.945 10.621 8.604
O 12.555 10.833 7.534
N 11.406 11.646 9.396
N 11.717 9.298 9.002
H 10.983 11.528 10.304
H 11.686 12.576 9.096
H 11.785 8.654 8.218
H 11.081 9.005 9.744
C 11.557 17.823 17.878
O 12.684 17.376 17.768
N 10.743 18.222 16.743
N 10.891 17.974 19.128
H 9.829 18.592 16.941
H 10.792 17.610 15.926
H 11.475 17.696 19.936
H 9.915 18.254 19.234
C 9.396 13.555 17.523
O 9.771 12.539 16.935
N 8.035 13.837 17.938
N 10.296 14.688 17.694
H 7.675 14.789 17.977
H 7.339 13.188 17.633
H 11.294 14.564 17.620
H 10.094 15.266 18.473
C 11.385 18.031 11.128
O 10.485 17.139 11.186
N 11.638 18.699 9.972
N 12.087 18.400 12.307
H 11.392 18.237 9.103
H 12.504 19.187 9.898
H 13.098 18.429 12.310
H 11.674 17.818 13.024
C 15.053 18.378 10.612
O 14.452 18.569 9.541
N 15.028 17.198 11.375
N 15.743 19.509 11.203
H 14.755 16.311 10.992
H 15.755 17.160 12.065
H 16.451 19.391 11.907
H 15.831 20.355 10.666
C 14.799 12.499 11.506
O 14.898 13.754 11.408
N 15.180 11.823 12.752
N 14.428 11.625 10.446
H 15.758 10.987 12.765
H 15.694 12.521 13.292
H 14.006 10.733 10.667
H 13.873 12.068 9.688
C 11.737 10.858 15.166
C 12.601 10.375 16.295
O 13.873 11.041 16.468
O 12.305 10.446 13.891
H 11.605 11.913 15.236
H 10.801 10.341 15.081
H 12.955 9.353 16.183
H 12.061 10.332 17.248
H 13.583 11.924 16.792
H 13.191 10.784 13.688
C 13.075 15.719 8.925
C 12.439 16.259 7.657
O 12.425 17.665 7.588
O 13.041 14.290 8.826
H 12.503 15.958 9.815
H 14.079 16.051 9.025
H 11.393 15.958 7.563
H 13.012 15.756 6.867
H 13.270 17.898 8.020
H 13.577 14.003 9.573
C 9.279 9.307 12.716
C 10.238 8.158 13.051
O 10.904 7.681 11.896
O 10.056 10.434 12.248
H 8.638 9.489 13.583
H 8.625 8.998 11.927
H 9.805 7.247 13.482
H 11.023 8.517 13.697
H 11.792 7.406 12.149
H 10.852 10.451 12.801
C 6.448 16.449 14.525
C 7.855 16.053 14.890
O 8.572 17.129 15.483
O 5.716 16.975 15.690
H 5.949 15.550 14.190
H 6.467 17.161 13.683
H 8.323 15.714 13.948
H 7.868 15.149 15.520
H 8.057 17.372 16.274
H 4.846 17.313 15.434
C 11.148 14.808 14.243
C 12.037 14.593 13.043
O 11.363 14.480 11.794
O 10.982 16.195 14.453
H 11.586 14.351 15.146
H 10.221 14.260 14.067
H 12.676 13.711 13.112
H 12.662 15.506 13.016
H 11.261 15.376 11.464
H 10.102 16.387 14.811
```

Values from the calculation:
E_tot = -3179.0198 hartree
energy above the lowest of the compared OMol25 structures with the same formula, charge and spin = 113.40 kJ/mol
2S+1 = 1
frontier orbital gap = 9.01 eV


Question: frontier orbital gap of number 1 (C42H64BBr2F3N6O5)?
Answer: 7.19 eV


What did the second record say?
The following is a DFT calculation (the ωB97M-V functional and the def2-TZVPD basis) of a single C4H5FS2 molecule.

```
12
Properties=species:S:1:pos:R:3
C 1.143 1.082 0.126
C 1.572 -0.305 -0.259
C -1.220 -0.719 -0.566
C -1.865 -0.671 0.597
H 2.006 1.683 0.391
H 0.369 1.070 0.870
H -1.670 -0.232 -1.380
H -1.599 -1.185 1.537
H -2.768 -0.079 0.668
F 0.559 1.616 -1.024
S 3.067 -0.842 -0.039
S 0.405 -1.420 -0.922
```

Values from the calculation:
E_tot = -1051.5937 hartree
energy above the lowest of the compared OMol25 structures with the same formula, charge and spin = 60.36 kJ/mol
2S+1 = 1
frontier orbital gap = 8.48 eV


Question: Which value of energy above the lowest of the compared OMol25 structures with the same formula, charge and spin does entry 1 give?
Answer: 0.00 kJ/mol